1.
C41H101BCl3F4N12O16 | the ωB97M-V functional and the def2-TZVPD basis

ORCA input file:
```
! RIJCOSX wB97M-V def2-TZVPD def2/J DEFGRID3
* xyz -1 1
B -1.1174 0.9709 -0.3403
F -0.8397 0.5764 0.9238
F -1.7259 -0.0668 -0.9130
F -1.9476 2.0725 -0.3455
F 0.0344 1.2818 -1.0108
O 0.6857 -6.9544 1.8322
C -0.0219 -5.9894 1.5936
N -1.2692 -5.9524 2.0312
C 0.5060 -4.8430 0.7001
H -1.4608 -6.7843 2.5710
H -1.9232 -5.2406 1.7384
H 1.5733 -4.9429 0.5026
H 0.3513 -3.8933 1.2123
H -0.0749 -4.6889 -0.2093
O -4.0285 3.9635 -3.6565
C -3.9454 4.8866 -2.8414
N -4.5307 6.0745 -2.9604
C -3.1030 4.7283 -1.6245
H -4.9932 6.3535 -3.8139
H -4.4869 6.6018 -2.1001
H -2.4605 3.8483 -1.6539
H -3.8065 4.6018 -0.8017
H -2.5517 5.6668 -1.5658
O 0.7305 -0.6751 -5.0983
C 0.9012 0.0300 -4.1004
N -0.2350 0.5593 -3.6359
C 2.2452 0.3617 -3.4017
H -1.1457 0.5288 -4.0716
H -0.1462 0.9624 -2.7141
H 2.2324 0.5222 -2.3237
H 2.6289 1.3222 -3.7457
H 2.9922 -0.3835 -3.6752
O -4.5501 -0.7142 3.6513
C -3.5885 -0.2355 3.1396
N -3.1758 -0.5957 1.9244
C -2.7900 0.8329 3.8561
H -3.6280 -1.3586 1.4411
H -2.4046 -0.1220 1.4760
H -2.4194 0.4479 4.8061
H -3.3887 1.7323 4.0000
H -1.8406 0.9680 3.3379
O -5.9269 4.2075 1.4753
C -5.1514 3.3592 1.1153
N -3.9495 3.3795 1.6701
C -5.4604 2.2299 0.1650
H -3.2062 2.7399 1.4283
H -3.8037 4.1039 2.3586
H -6.3535 1.6358 0.3583
H -4.6376 1.5152 0.1508
H -5.6016 2.6430 -0.8338
O -5.4402 1.0981 -3.5359
C -4.6876 0.4577 -2.7799
N -3.5389 1.0456 -2.5622
C -4.9797 -0.8821 -2.1793
H -3.3791 1.9753 -2.9229
H -2.7374 0.6178 -2.1210
H -4.6613 -1.6244 -2.9111
H -6.0398 -0.9413 -1.9323
H -4.4558 -1.2384 -1.2924
O -3.1990 -3.1186 0.3005
C -2.6399 -3.4949 -0.6631
N -1.7081 -2.8000 -1.2803
C -3.0162 -4.9110 -1.1618
H -1.5055 -1.8922 -0.8867
H -1.5499 -2.9867 -2.2603
H -2.4624 -5.3354 -1.9992
H -4.0174 -4.8364 -1.5863
H -3.0099 -5.6257 -0.3388
O 4.0001 0.9043 2.1891
C 2.8610 1.1360 1.8121
N 1.7958 0.4544 2.1784
C 2.6065 2.2350 0.7543
H 1.9121 -0.3369 2.7952
H 0.9784 0.4838 1.5859
H 1.5575 2.2305 0.4584
H 3.3025 1.9460 -0.0332
H 3.0288 3.1827 1.0883
C -0.9603 5.6464 1.6245
Cl -0.7097 6.8149 2.9108
Cl 0.1538 4.3361 1.7776
Cl -0.5500 6.3908 0.0500
H -1.9661 5.2283 1.6642
C 0.2846 -1.9618 4.1872
O 1.4620 -2.0050 3.3948
C 2.6173 -2.4484 4.0427
C 3.8244 -2.4851 3.0044
N 3.7351 -3.5608 1.9769
C 4.9313 -3.4418 1.0832
C 5.0009 -4.3406 -0.1808
O 3.9589 -3.8802 -1.0870
C 3.5502 -4.8458 -1.9826
H 0.1115 -3.0347 4.2708
H -0.6191 -1.5002 3.7892
H 0.4838 -1.4380 5.1221
H 2.4752 -3.4161 4.5239
H 2.9126 -1.7322 4.8095
H 4.8007 -2.6370 3.4647
H 3.8139 -1.5190 2.4998
H 2.8856 -3.4690 1.4383
H 5.7901 -3.6772 1.7119
H 4.9502 -2.3952 0.7795
H 4.9761 -5.3882 0.1192
H 5.9696 -4.2759 -0.6764
H 4.3518 -5.3175 -2.5509
H 2.9931 -4.4084 -2.8112
H 2.9436 -5.5850 -1.4595
C -0.1142 2.9819 5.5783
O 1.1255 2.4105 6.1142
C 1.7301 1.4812 5.2100
C 2.9293 0.8644 5.9882
N 2.5180 0.0630 7.1164
C 3.7434 -0.3643 7.7734
C 3.6811 -0.3334 9.3828
O 3.8585 1.0387 9.7136
C 3.6373 1.2460 11.1129
H -0.0220 3.8559 4.9334
H -0.6787 3.2206 6.4796
H -0.7562 2.1960 5.1804
H 2.1229 2.0374 4.3588
H 1.0586 0.7532 4.7549
H 3.4702 1.7873 6.1974
H 3.5635 0.3117 5.2951
H 1.9514 0.5669 7.7836
H 4.5727 0.2895 7.5036
H 3.9201 -1.3956 7.4677
H 4.4524 -0.8952 9.9096
H 2.8195 -0.7836 9.8758
H 2.6161 1.0466 11.4378
H 3.8569 2.3079 11.2228
H 4.3666 0.7698 11.7683
C 0.5179 4.2051 -4.5403
O 1.0606 5.0719 -3.5818
C 1.1925 4.4991 -2.3615
C 2.3181 5.2733 -1.5812
N 3.5754 5.3437 -2.2646
C 4.1317 4.0862 -2.5523
C 5.5675 4.1195 -3.0524
O 5.6922 4.9376 -4.2654
C 7.0768 5.2061 -4.5980
H 0.6383 4.6708 -5.5184
H -0.5530 4.0303 -4.4366
H 1.0178 3.2367 -4.5576
H 1.4548 3.4414 -2.3844
H 0.1776 4.5236 -1.9646
H 2.3845 4.8733 -0.5694
H 1.9595 6.2951 -1.4570
H 3.6608 5.9314 -3.0815
H 3.4623 3.5684 -3.2393
H 4.1020 3.4546 -1.6644
H 5.8646 3.0740 -3.1355
H 6.1380 4.5317 -2.2202
H 7.3063 6.2466 -4.3685
H 7.4081 5.0148 -5.6187
H 7.7163 4.6111 -3.9460
C 0.2824 -4.5258 -3.6881
O -0.7823 -3.7179 -4.0485
C -0.9756 -3.5429 -5.4629
C -1.8765 -2.3248 -5.8100
N -3.3283 -2.6371 -5.9985
C -3.8992 -3.5040 -4.9485
C -5.3538 -3.8602 -5.1283
O -5.5157 -5.0915 -5.9774
C -6.7874 -5.6329 -6.1260
H 0.2699 -5.5806 -3.9626
H 0.3455 -4.5517 -2.6002
H 1.2369 -4.0975 -3.9941
H -1.2447 -4.4337 -6.0305
H 0.0107 -3.3156 -5.8676
H -1.4273 -1.8022 -6.6545
H -1.7791 -1.6646 -4.9482
H -3.4725 -3.2608 -6.7797
H -3.6713 -3.1136 -3.9567
H -3.4797 -4.5088 -4.9993
H -5.9609 -3.1002 -5.6201
H -5.7477 -3.8668 -4.1120
H -7.3505 -5.9054 -5.2334
H -6.8197 -6.4667 -6.8274
H -7.3432 -4.8611 -6.6587
*
```

The value obtained for the gap between HOMO and LUMO is 8.82 eV. The LUMO energy comes out at 2.0 eV.


2.
C41H127N7O20 | the ωB97M-V functional and the def2-TZVPD basis

ORCA input file:
```
! RIJCOSX wB97M-V def2-TZVPD def2/J DEFGRID3
* xyz 0 1
C -3.6095 -0.9623 -1.3381
O -4.2603 -0.0375 -2.1892
H -3.1980 -1.7977 -1.9046
H -2.7441 -0.5186 -0.8457
H -4.3854 -1.2842 -0.6435
H -4.8437 -0.6191 -2.6822
C -1.1847 -4.3570 -3.0792
O -1.0431 -4.7477 -1.6945
H -1.1241 -5.2710 -3.6700
H -2.1897 -3.9524 -3.1986
H -0.4999 -3.5733 -3.4032
H -1.2985 -4.0476 -1.0893
C -0.1093 2.7407 3.1719
O -1.2926 3.5317 3.0836
H -0.1955 1.9682 2.4076
H 0.7174 3.4401 3.0475
H 0.0034 2.2982 4.1616
H -1.4688 3.7659 2.1694
C 1.8222 -3.9243 -2.6281
O 3.1021 -3.5370 -2.3418
H 1.3375 -4.1032 -1.6684
H 1.3256 -3.2059 -3.2804
H 1.8330 -4.8968 -3.1204
H 3.4810 -4.1051 -1.6671
C 3.1374 -3.8253 0.1431
O 3.2976 -5.0509 -0.5024
H 4.1614 -3.5468 0.3919
H 2.6665 -3.0503 -0.4617
H 2.5877 -4.0164 1.0647
H 2.4515 -5.5044 -0.5073
C 2.8139 -0.9685 -1.4322
O 3.9281 -0.2409 -0.9210
H 2.0854 -0.2401 -1.7882
H 3.1477 -1.7158 -2.1521
H 2.3437 -1.6053 -0.6828
H 4.4420 0.1073 -1.6533
C 0.1248 -0.7087 3.6891
O -0.4867 -1.6746 2.9337
H 0.4576 0.1166 3.0596
H -0.5320 -0.2769 4.4442
H 0.9431 -1.1243 4.2772
H -0.8273 -2.4398 3.4030
C 2.3724 2.1890 -2.1632
O 2.1235 2.3512 -3.5673
H 3.2087 1.5344 -1.9178
H 2.6314 3.1813 -1.7938
H 1.5090 1.8748 -1.5768
H 1.6721 1.6030 -3.9649
C -3.6485 1.7477 -0.4914
O -3.3328 2.8596 0.3634
H -4.6837 1.6840 -0.1562
H -3.6304 1.8538 -1.5760
H -3.2283 0.7688 -0.2604
H -3.9795 3.5674 0.3147
C 2.7412 -1.9327 2.1504
O 4.0417 -1.5726 2.5913
H 1.9577 -1.6222 2.8416
H 2.4512 -1.5101 1.1885
H 2.6761 -3.0206 2.1298
H 4.7135 -1.8330 1.9568
C -1.6861 4.8455 1.0461
O -1.3624 3.4935 0.8443
H -0.8662 5.5168 1.3015
H -2.0532 5.2464 0.1014
H -2.5220 4.9392 1.7394
H -2.1717 3.0365 0.6039
C 1.9690 1.3917 0.1596
C 2.8629 2.0120 1.2052
C 3.7461 1.0503 1.8995
O 4.2914 1.6905 3.0687
C 5.2515 0.8835 3.7496
N 3.6933 3.0963 0.6116
H 1.1708 2.0697 -0.1426
H 1.3476 0.5544 0.4772
H 2.4491 1.0412 -0.7540
H 2.2545 2.5008 1.9662
H 4.5341 0.7184 1.2234
H 3.1500 0.1723 2.1484
H 5.5986 1.2468 4.7168
H 6.0697 0.7425 3.0434
H 4.8207 -0.1114 3.8624
H 4.4471 3.4519 1.1820
H 4.3047 2.7683 -0.1224
C 0.6362 3.9407 -5.2402
C 0.9388 4.6752 -3.9257
C 0.1879 4.1177 -2.7038
O -1.1853 4.3898 -2.7500
C -1.8760 3.9579 -1.5709
N 2.3451 4.6736 -3.7543
H 1.0167 4.2728 -6.2062
H -0.4276 3.7826 -5.4176
H 1.0653 2.9495 -5.0935
H 0.7263 5.7411 -4.0087
H 0.6388 4.5524 -1.8117
H 0.4062 3.0527 -2.6249
H -1.5656 2.9319 -1.3730
H -2.9632 4.0171 -1.6228
H -1.6172 4.6764 -0.7931
H 2.6041 3.7138 -3.5760
H 2.6858 5.1435 -2.9277
C -4.1958 4.0537 3.2433
C -3.8030 2.6611 3.8188
C -3.5289 1.5846 2.6879
O -2.9948 0.3708 3.1677
C -2.4866 -0.5643 2.1416
N -2.6745 2.7405 4.7568
H -3.4905 4.4752 2.5271
H -4.0869 4.7246 4.0954
H -5.1555 4.0562 2.7264
H -4.6701 2.3898 4.4210
H -2.7742 2.1084 2.1013
H -4.4256 1.5009 2.0739
H -1.8214 -0.0001 1.4879
H -3.3426 -0.9195 1.5680
H -2.0330 -1.4474 2.5915
H -1.8347 3.0897 4.3176
H -2.3826 1.7895 4.9316
C 2.1710 -7.6378 -0.0218
C 1.2137 -6.5001 0.4316
C 1.5552 -5.7040 1.6944
O 0.7450 -4.5719 1.8948
C 0.8779 -3.8748 3.1351
N 1.1908 -5.6596 -0.7023
H 3.1115 -7.2691 -0.4313
H 1.7758 -8.2735 -0.8142
H 2.4912 -8.2465 0.8238
H 0.2524 -6.9942 0.5719
H 2.5890 -5.3831 1.5671
H 1.4826 -6.3708 2.5536
H 0.3560 -2.9215 3.0522
H 1.9333 -3.6645 3.3085
H 0.6186 -4.4265 4.0387
H 0.7698 -6.1191 -1.4971
H 0.5949 -4.8994 -0.4072
C -1.7284 -4.8845 0.7284
C -2.4876 -3.7140 0.1484
C -3.1137 -2.6863 1.1678
O -4.1524 -3.2440 2.0178
C -4.8133 -2.2709 2.7846
N -1.5297 -3.1222 -0.7385
H -0.9841 -4.5218 1.4373
H -1.2789 -5.4783 -0.0674
H -2.4371 -5.5518 1.2188
H -3.2776 -4.0258 -0.5348
H -3.5468 -1.8621 0.6010
H -2.2857 -2.2416 1.7198
H -5.7729 -2.5954 3.1869
H -5.1350 -1.3629 2.2746
H -4.1228 -2.0392 3.5956
H -0.7774 -2.7255 -0.1937
H -1.9714 -2.3408 -1.2014
C 0.4927 -2.0421 -1.1006
C 0.2362 -1.5472 0.3348
C -0.6476 -0.2986 0.4596
O -0.1310 0.7146 -0.3547
C -0.4365 1.9970 0.1184
N -0.1757 -2.6466 1.2233
H 1.0228 -1.2832 -1.6761
H -0.4924 -2.2711 -1.5070
H 1.0769 -2.9587 -1.1828
H 1.1999 -1.2189 0.7243
H -0.6516 0.0241 1.5007
H -1.6723 -0.5617 0.1969
H -0.0456 2.8044 -0.5007
H -0.1055 2.1882 1.1392
H -1.5035 2.1962 0.0188
H 0.6221 -3.2512 1.3574
H -0.2884 -2.2274 2.1353
C 0.3590 -0.3043 -2.9374
C 0.0204 0.4708 -4.2395
C -0.9514 1.6614 -4.0257
O -2.1852 1.1952 -3.5658
C -3.2880 2.1214 -3.4300
N 1.3081 0.8393 -4.8095
H 0.7864 -1.2961 -3.0852
H -0.6429 -0.4878 -2.5493
H 0.8408 0.2074 -2.1043
H -0.4284 -0.2064 -4.9661
H -1.2009 2.2053 -4.9367
H -0.5217 2.3887 -3.3368
H -4.1241 1.5140 -3.0834
H -3.6169 2.4582 -4.4131
H -3.0415 2.8828 -2.6900
H 1.8079 -0.0183 -4.9961
H 1.0662 1.1356 -5.7443
C 0.9750 4.3558 0.4878
C 1.2651 5.9136 0.6768
O 2.3974 6.1660 1.5120
O 2.1026 3.6910 -0.0633
H 0.0906 4.1836 -0.1256
H 0.6176 4.0220 1.4620
H 0.4171 6.4308 1.1256
H 1.4939 6.4260 -0.2577
H 3.2244 5.9335 1.0837
H 2.6856 3.3538 0.6208
*
```

The value obtained for the gap between HOMO and LUMO is 7.66 eV. The LUMO energy comes out at 0.0 eV.


3.
C41H24BrCaCl3N4OS | the ωB97M-V functional and the def2-TZVPD basis

ORCA input file:
```
! RIJCOSX wB97M-V def2-TZVPD def2/J DEFGRID3
* xyz -2 1
Ca -0.4666 0.4725 -0.1611
N -5.9525 9.4213 0.9168
C -5.3865 8.4300 0.7591
C -4.6911 7.2094 0.5837
C -3.8218 7.0177 -0.4976
C -3.1257 5.8362 -0.6322
C -3.2443 4.8106 0.3112
C -4.1298 5.0034 1.3776
C -4.8476 6.1707 1.5120
C -2.4695 3.5592 0.1887
C -1.5787 3.2732 1.2335
C -1.3455 4.0872 2.3865
C -0.3733 3.4551 3.1240
C -0.0281 2.2947 2.3968
N -0.7253 2.1843 1.2744
C -2.7148 2.7698 -0.9543
C -3.6680 3.0642 -1.9732
C -3.6594 1.9972 -2.8454
C -2.7165 1.0873 -2.3256
N -2.1591 1.5320 -1.2065
H -3.7036 7.8118 -1.2239
H -2.4517 5.7045 -1.4681
H -4.2617 4.2042 2.0944
H -5.5474 6.2947 2.3283
H -1.8265 5.0212 2.6247
H 0.0532 3.7654 4.0640
H 0.7057 1.5513 2.6708
H -4.2841 3.9463 -2.0346
H -4.2515 1.8766 -3.7394
H -2.4374 0.1267 -2.7396
S -2.0199 -3.5928 2.2807
C -3.1953 -2.5063 1.6628
C -2.6282 -1.3913 1.1290
C -1.1909 -1.3466 1.1497
C -0.7049 -2.4777 1.7335
C 0.6475 -2.9986 1.9005
C 0.9262 -4.3088 1.5498
C 2.2174 -4.8156 1.4730
C 3.2708 -3.9303 1.7787
C 3.0090 -2.6637 2.1770
N 1.7113 -2.1621 2.3151
H -4.2439 -2.7522 1.7508
H -3.2422 -0.5980 0.7087
H 0.0880 -4.9313 1.2690
H 2.4045 -5.8243 1.1338
H 4.3048 -4.2418 1.7080
H 3.7939 -2.0010 2.5019
Br 2.8378 -0.1353 0.1751
C 3.2668 0.4584 1.9537
C 4.2820 1.4061 2.0333
C 4.5370 2.0272 3.2496
C 3.7213 1.7815 4.3333
C 2.6461 0.8586 4.2537
C 1.6946 0.7368 5.2778
C 0.5805 -0.0872 5.1045
C 0.4808 -0.9461 4.0339
C 1.5218 -1.0101 3.0764
C 2.4979 0.0600 3.0636
H 4.8367 1.6663 1.1428
H 5.3489 2.7423 3.3194
H 3.8710 2.3165 5.2646
H 1.8095 1.3278 6.1793
H -0.2064 -0.0856 5.8506
H -0.3600 -1.6186 3.9609
Cl 0.3952 -3.1909 -6.7494
C 0.4162 -2.1935 -5.3206
C 0.5659 -2.7834 -4.0772
C 0.5801 -1.9882 -2.9496
Cl 0.7333 -2.7372 -1.4080
C 0.4713 -0.5656 -2.9750
O 0.5143 0.1741 -1.9366
C 0.3126 -0.0498 -4.2931
Cl 0.1351 1.6680 -4.4358
C 0.2829 -0.8233 -5.4361
H 0.6604 -3.8547 -3.9772
H 0.1554 -0.3598 -6.4037
*
```

The value obtained for the gap between HOMO and LUMO (spin up / spin down) is 2.50 / 2.50 eV. The value obtained for the relative energy (zero: lowest compared OMol25 entry of this formula, charge and spin) is 29.09 kcal/mol. The LUMO energy (spin up / spin down) comes out at 3.3 / 3.3 eV.